{
  "formula": "CH3Cl2PS",
  "method": "ωB97M-V/def2-TZVPD",
  "symbols": ["C", "P", "S", "Cl", "Cl", "H", "H", "H"],
  "coordinates": [[0.408, -0.158, 0.161], [2.920, 0.714, -0.507], [1.683, 0.834, 1.067], [4.535, 1.546, 0.228], [3.984, -1.780, -0.386], [0.824, -1.151, -0.005], [0.055, 0.334, -0.700], [-0.362, -0.324, 0.784]],
  "lowdin_charge": [-0.4332, 0.0656, 0.4670, 0.1603, -0.2990, 0.0301, 0.0231, -0.0138],
  "lumo_energy_ev": -1.48,
  "homo_ev": -9.55,
  "molar_mass_g_mol": 148.982,
  "fmax_ev_per_a": 3.70,
  "total_charge": 0,
  "energy_ev": -46254.7751
}